70
Properties=species:S:1:pos:R:3:forces:R:3 method="wB97M-V/def2-TZVPD" homo_energy_ev=-8.703 de_lowest_kcal_mol=0.0 energy_ha=-2818.59700
S 12.17575 10.82404 9.69548 -0.477 0.789 -0.369
S 16.03846 12.00968 12.97599 -0.423 -0.490 -0.595
O 12.99392 11.99146 16.66643 0.437 -0.451 0.229
O 12.42397 6.06792 14.59625 0.031 -0.155 -0.239
O 11.40869 10.02160 12.89830 -0.136 0.981 0.372
O 6.72633 11.55698 11.65776 1.478 1.058 1.288
O 16.52757 10.54597 8.58736 0.216 -0.135 0.381
O 11.21887 8.10678 11.87581 0.654 -2.178 -1.759
O 4.95959 11.38816 10.36043 1.038 -1.563 0.144
O 15.17782 11.57492 7.21262 -0.479 0.725 -0.792
O 6.30471 9.55803 10.89854 -1.114 0.210 -0.546
O 16.30926 13.42685 13.29031 0.290 0.772 0.236
O 16.17492 12.81127 8.80199 0.039 -0.965 0.103
O 13.83008 14.06337 16.76968 0.164 0.742 -1.353
O 12.54741 13.41615 15.05171 0.125 0.884 -0.642
O 13.48871 10.10686 9.69502 -0.125 -0.134 -0.231
O 10.99796 7.73451 15.01532 -0.081 -0.265 -0.761
O 13.20725 8.64851 12.79576 -1.606 -0.006 -0.554
O 12.98572 7.69360 16.04977 -1.524 0.235 -0.367
C 7.54165 9.42610 11.58433 0.544 0.719 -0.827
C 13.04189 14.70573 14.63887 1.400 -0.530 1.421
C 15.99021 11.74330 8.29399 -0.314 -0.323 -1.025
C 12.23524 8.82589 16.61631 0.559 -1.394 1.262
C 16.46869 10.99605 14.34991 -1.124 0.289 1.129
C 15.78896 9.51222 7.87490 1.707 -0.806 -0.957
C 11.78731 11.39853 8.00593 1.034 0.270 -0.007
C 11.88858 8.99860 12.52797 1.818 0.838 1.142
C 5.90599 10.85937 10.89230 -0.905 0.372 -0.033
C 17.26574 11.41973 11.77480 0.575 0.169 2.524
C 7.72553 10.74524 12.33224 -0.268 -0.227 -2.461
C 13.15994 13.07070 16.18176 -0.908 -0.795 0.930
C 12.13492 7.01873 11.46785 -0.210 -0.125 0.147
C 10.95552 8.91425 15.79201 0.376 0.110 1.278
C 12.16113 7.08360 15.16480 0.610 -0.042 0.613
C 12.56106 12.46895 10.29018 -0.011 1.269 -1.278
C 13.62396 15.26958 15.93846 -0.879 0.314 2.124
C 15.28540 10.26145 6.63796 1.122 0.059 1.858
C 13.49261 7.39201 12.14621 -0.738 1.004 -1.221
H 12.22070 6.92658 10.35749 -0.272 0.517 0.907
H 13.56243 12.74651 9.86480 -0.791 -0.319 0.496
H 16.31539 10.00124 13.92496 0.241 -0.206 0.650
H 10.80773 11.88745 7.97322 0.313 0.018 0.175
H 8.31735 9.29954 10.83990 0.272 0.147 -0.281
H 13.90642 14.53568 14.02508 0.041 -0.030 -1.070
H 14.23104 7.61291 11.34575 -0.154 -0.427 0.789
H 18.28671 11.62930 12.15708 -0.556 -0.256 -0.193
H 11.81357 13.25366 9.95884 0.658 -1.107 0.330
H 13.77530 6.71079 12.92602 0.390 -0.475 -0.092
H 17.03199 12.08659 11.00859 -0.078 0.504 -1.959
H 11.76110 10.52258 7.39310 -0.201 -0.672 -0.415
H 12.25402 15.28024 14.22096 -0.514 0.413 -0.489
H 10.09948 8.79098 16.47952 0.111 0.688 -0.697
H 7.57002 10.74198 13.35764 -0.782 -0.161 1.902
H 11.67311 6.11297 11.86132 0.276 0.019 0.027
H 14.31464 9.87753 6.41592 -0.616 0.090 -0.697
H 12.89974 15.87112 16.55876 0.610 -0.340 -0.898
H 11.02678 9.82988 15.19010 -0.740 -0.465 -0.030
H 12.62682 12.02663 7.62036 -0.741 -0.225 0.428
H 15.69945 11.24072 15.12697 0.360 -0.567 -0.667
H 16.51207 8.65264 7.57092 -1.309 1.483 0.973
H 17.40988 11.20138 14.85274 0.438 -0.163 -0.556
H 14.57957 15.80727 15.89627 -0.351 -0.299 -0.370
H 16.01776 10.22964 5.82105 -0.459 0.253 0.020
H 12.04160 8.57227 17.70494 0.373 0.528 -1.269
H 7.55190 8.52956 12.13212 -0.312 -0.950 1.111
H 14.94613 9.25407 8.50221 0.123 -0.491 0.100
H 12.87324 9.66299 16.46936 0.271 0.815 0.375
H 17.07144 10.36388 11.62668 0.037 0.014 -0.483
H 12.56370 12.41104 11.35055 0.259 0.077 0.985
H 8.71910 11.13204 12.17304 0.204 0.365 -0.269

21
Properties=species:S:1:pos:R:3:forces:R:3 method="wB97M-V/def2-TZVPD" charge=+1 homo_energy_ev="-14.360 / -14.358" de_lowest_kcal_mol=108.6 energy_ha=-507.99737
N -2.30212 -0.15925 1.80207 -1.402 0.677 0.823
N -1.46155 -2.03001 1.05100 -1.138 -0.186 1.686
N -0.47922 1.26112 -0.23099 0.521 -2.283 -1.007
N -2.36715 -2.37955 1.98230 -0.121 0.328 -0.243
N 0.77259 -0.70562 -1.39480 -4.514 1.439 1.171
C 1.45670 0.53928 -1.45171 1.861 0.569 -1.361
C 2.55302 0.60242 -0.36713 -2.126 -0.826 -2.566
C -0.65212 0.02710 0.06258 3.596 -0.178 -3.226
C -1.43775 -0.67067 0.97856 0.181 -1.023 -0.174
C 0.33658 1.63424 -1.36283 -0.922 -5.053 -4.111
C -2.90220 -1.21891 2.40849 0.829 0.164 -0.405
H -0.87425 2.03117 0.18967 -1.704 1.754 1.740
H -0.86632 -2.76788 0.69745 -0.043 0.270 -0.275
H 1.11572 -1.50084 -0.89549 1.031 -0.143 0.665
H 1.99342 0.51929 -2.54489 -1.529 0.376 2.305
H 3.25043 1.33110 -0.33727 1.986 2.941 -0.703
H -3.71272 -1.08923 3.16934 1.043 -0.490 -0.925
H 3.08590 -0.26360 -0.58315 1.013 -1.855 0.564
H -0.25557 1.61296 -2.40297 0.766 -0.175 2.468
H 2.07117 0.66985 0.52883 -1.111 -0.604 2.811
H 0.67545 2.55702 -1.29906 1.780 4.300 0.763

75
Properties=species:S:1:pos:R:3:forces:R:3 method="wB97M-V/def2-TZVPD" charge=+3 homo_energy_ev=-16.178 energy_ha=-3196.52316
I -1.04515 -0.42965 -3.31124 -0.276 -0.296 0.431
Sb -2.71197 -1.96483 1.37894 0.367 -0.031 -0.232
Sb -1.83285 2.13334 -0.16483 0.091 -0.452 -0.138
Sc -0.74053 -0.58530 -0.43594 0.292 0.512 -0.131
P 1.66626 -0.57693 -1.20721 -0.415 -0.373 -0.284
C 3.08348 -3.92663 0.63530 -0.040 0.027 -0.014
C 2.92892 0.80181 -4.87644 0.200 0.055 -0.112
C 2.28199 2.27362 1.68421 -0.019 -0.021 -0.042
C -2.95496 0.42174 3.25131 -0.069 -0.131 -0.052
C 2.49570 1.20954 -6.16367 0.113 -0.002 0.071
C 1.20851 -3.27099 -1.31588 -0.017 -0.053 0.016
C 0.89243 0.50125 2.55335 0.129 0.114 -0.082
C -2.40947 0.09557 4.49613 -0.004 -0.015 -0.037
C 4.83312 0.41537 -3.41608 -0.088 -0.063 0.126
C 0.65756 0.29803 -4.33195 0.153 0.166 -0.130
C 4.32263 0.83345 -4.60695 -0.100 0.016 -0.050
C 2.57536 -0.04436 -2.62507 0.163 0.205 -0.077
C 2.33614 -4.92325 0.01064 -0.022 -0.038 -0.010
C 1.39770 -4.60192 -0.95912 0.045 0.060 0.044
C 2.89669 -2.59868 0.29264 0.032 -0.104 -0.012
C -1.37980 2.25193 4.67000 -0.017 -0.022 -0.012
C 2.01231 0.34597 -3.88599 -0.287 -0.127 -0.080
C 1.96313 -2.26571 -0.69380 0.083 -0.288 -0.081
C -4.14092 -3.35873 0.69295 -0.078 -0.006 0.064
C 1.52562 1.72512 2.71628 -0.033 0.027 0.059
C 1.05331 -0.17717 1.34715 -0.192 -0.071 0.150
C 3.94062 -0.02359 -2.42649 0.266 0.089 -0.044
C 2.40491 1.62744 0.45773 -0.109 0.179 0.033
C 1.18668 1.15891 -6.51788 -0.236 -0.066 0.082
C -3.27706 2.13731 1.39490 -0.054 0.135 0.177
C -1.62487 0.99237 5.20207 -0.012 0.020 0.002
C -0.66963 3.82881 0.26218 0.004 0.097 -0.004
C 1.81028 0.38535 0.28852 -0.014 -0.237 0.259
C -1.91352 2.58844 3.43691 0.000 0.030 0.067
C -3.83489 -0.59360 2.56658 0.019 0.053 0.180
C -1.71300 -3.04767 2.90024 -0.035 -0.041 -0.004
C 0.24610 0.68057 -5.58230 0.403 0.145 -0.120
C -2.93404 2.79342 -1.84016 -0.095 0.111 0.019
C -2.69698 1.69050 2.71147 -0.139 -0.004 -0.157
H 3.47482 -1.82829 0.78850 0.017 0.004 -0.011
H 0.51758 -3.03524 -2.12218 0.030 0.042 0.028
H 4.35447 -0.35232 -1.47807 -0.050 0.004 0.010
H 1.45051 2.24371 3.66257 -0.009 0.011 -0.015
H 0.85566 1.46105 -7.50150 -0.011 -0.003 0.007
H -2.26678 2.97848 -2.67922 0.014 0.005 0.004
H -1.11707 -3.84498 2.46104 0.010 -0.008 0.009
H -2.47443 -3.48043 3.54820 0.043 -0.017 0.026
H -0.80856 2.98034 5.23077 -0.009 0.003 0.004
H 0.33401 0.05622 3.36796 -0.026 0.035 -0.007
H 2.49570 -5.95907 0.27949 0.002 0.001 0.005
H 0.76587 -1.23953 1.33333 0.075 0.119 -0.046
H -3.65367 -4.17005 0.15805 0.013 -0.002 0.003
H 3.81608 -4.19302 1.38525 0.010 0.009 -0.005
H 0.02282 3.63241 1.07351 -0.019 0.037 0.031
H 5.89722 0.42041 -3.22801 -0.001 -0.004 0.007
H 3.24096 1.55516 -6.86838 0.006 -0.006 0.007
H -3.42346 3.72307 -1.55176 -0.044 0.002 -0.102
H -4.11155 1.53485 1.04738 -0.049 -0.003 0.041
H -1.07696 -2.38173 3.47947 0.008 -0.003 0.009
H 0.83155 -5.38288 -1.44828 -0.004 0.008 -0.012
H -1.37878 4.60742 0.54010 0.109 0.102 0.000
H -3.62085 3.17290 1.43423 -0.031 -0.025 0.106
H 2.77915 3.22302 1.83765 0.036 -0.013 -0.007
H 2.97327 2.07895 -0.34554 0.017 -0.011 -0.009
H -0.79101 0.61925 -5.88170 -0.028 -0.014 0.021
H -2.64704 -0.86461 4.93969 0.002 -0.001 0.009
H -1.24457 0.72524 6.17902 0.002 0.005 0.002
H -1.76189 3.59117 3.05239 -0.002 -0.004 -0.017
H -4.31434 -1.25225 3.29266 -0.033 0.105 0.062
H -4.62056 -0.16719 1.94933 -0.018 0.032 0.007
H -4.64052 -3.74991 1.57798 -0.059 -0.047 -0.057
H -3.68476 2.05843 -2.12237 -0.015 0.009 -0.003
H -0.12958 4.12041 -0.63610 0.023 0.043 0.023
H 4.98161 1.18705 -5.39011 -0.006 0.000 -0.001
H -4.86467 -2.86889 0.04615 -0.014 -0.016 -0.004

28
Properties=species:S:1:pos:R:3:forces:R:3 method="wB97M-V/def2-TZVPD" homo_energy_ev="-7.005 / -9.411" s2=2.0492 energy_ha=-906.71469 spin_multiplicity=3
P -0.31431 0.03405 -2.77507 -0.126 0.172 1.038
F -1.89286 0.11034 -2.45555 0.054 0.218 0.176
C -0.33673 2.74803 1.19189 2.726 -0.595 -0.363
C 0.08212 0.48106 0.00791 -0.844 1.529 1.000
C -2.78536 1.68940 2.00442 -1.259 0.632 1.184
C -2.45565 3.03009 2.27437 -1.242 -0.086 1.620
C 2.58713 -1.28122 -0.28828 1.470 0.379 1.643
C 1.56995 -1.99220 -2.38437 1.874 0.716 2.068
C -1.21517 3.50050 1.96550 0.529 1.013 -1.847
C -1.99264 0.97867 1.16180 0.516 -0.833 -0.794
C 0.55946 -2.70418 -0.20207 -2.763 1.741 1.748
C 0.38092 -0.27997 -0.98737 -0.283 -0.609 -1.332
C 1.24468 -1.55812 -0.94235 1.075 -0.504 -0.846
C -0.66827 1.42999 0.77524 -1.073 -0.554 -0.481
H -0.02949 -2.23155 0.78837 1.598 -1.460 -2.543
H -2.44705 0.09873 0.68724 0.758 -0.076 0.505
H 0.72923 3.13081 0.93544 -2.105 -0.527 0.445
H 0.74113 -2.42158 -2.75618 -2.937 -1.327 -1.904
H -3.67544 1.23379 2.53355 0.821 0.602 -1.300
H -3.17523 3.70420 2.79875 0.674 -0.795 -0.374
H -1.02354 4.56977 2.03711 0.220 -0.247 0.491
H 1.26255 -3.43558 0.11934 0.633 -0.563 0.353
H -0.18552 -3.21799 -0.84163 0.163 0.375 0.429
H 3.49576 -1.90775 -0.55591 -1.481 0.154 -0.296
H 2.42949 -1.59427 0.82143 0.659 1.746 -1.388
H 2.32663 -2.77166 -2.37444 0.371 0.200 -0.063
H 1.85512 -1.11556 -2.94327 0.521 -0.004 -0.542
H 2.93311 -0.22781 -0.59586 -0.549 -1.296 1.375

20
Properties=species:S:1:pos:R:3:forces:R:3 method="wB97M-V/def2-TZVPD" homo_energy_ev="-7.684 / -6.634" de_lowest_kcal_mol=124.9 energy_ha=-1031.99030
S -0.62879 -1.84891 0.47909 -0.311 -0.193 -1.510
S -3.17624 1.00131 0.25243 -0.151 -0.499 -0.519
C 0.68683 0.66826 -0.19653 -1.907 1.775 0.387
C 2.40723 -0.78142 1.09909 0.010 0.589 -1.501
C -0.01243 -0.34467 0.54522 -0.247 -0.800 0.456
C -0.06438 2.00222 -0.12836 -2.204 -1.107 -1.619
C 1.20837 0.13648 1.14112 1.158 -1.756 -3.057
C -1.38774 -1.68322 -1.25008 1.283 -2.961 2.343
H 0.99088 0.43233 -1.21249 0.724 -0.172 0.296
H -3.82044 0.66493 -0.91503 0.426 0.201 0.623
H 0.46316 2.83095 -0.42017 2.084 1.874 -0.741
H -0.61538 -1.91301 -1.97841 0.102 0.971 -0.105
H 2.72369 -0.84655 0.02543 -0.590 -0.726 0.750
H -1.96888 -2.60193 -1.20731 -0.942 0.475 -0.447
H 3.27238 -0.24758 1.48303 -0.007 -0.479 0.935
H 1.18109 0.74599 1.92783 -0.301 2.769 2.862
H -0.58433 2.31075 0.76197 0.037 -0.693 0.739
H 2.08054 -1.72325 1.52972 1.026 -0.243 0.144
H -0.90426 1.95000 -0.88987 0.804 -0.156 0.880
H -1.85129 -0.75267 -1.04667 -0.994 1.132 -0.918

12
Properties=species:S:1:pos:R:3:forces:R:3 method="wB97M-V/def2-TZVPD" homo_energy_ev=-7.925 de_lowest_kcal_mol=92.6 energy_ha=-2981.84458
Br 1.56742 0.66188 -3.37201 -0.228 -0.092 0.631
Si -1.19391 -0.39294 -0.54057 3.488 0.691 -0.036
C -0.26975 -0.72644 1.09116 -0.351 -1.772 -1.415
C -0.55282 -0.03494 2.16536 0.004 0.324 -0.128
C 1.35398 0.65069 -1.41109 -2.076 0.196 -0.669
H -1.17876 0.79253 2.00016 -1.044 1.090 0.656
H 2.21631 0.15654 -1.04114 0.358 -1.216 0.497
H -0.11657 -0.23443 3.11729 0.271 0.120 0.520
H 0.44979 -1.53157 1.22597 -0.056 -0.091 -0.514
H -2.55063 0.10584 -0.32488 0.010 0.626 0.155
H -1.20396 -1.11223 -1.81224 0.069 -0.622 0.205
H 1.47889 1.66507 -1.09803 -0.445 0.747 0.096